# 1
The following is a DFT calculation (ωB97M-V with the def2-TZVPD basis set) of C25H26N2O6S in the gas phase at a distorted geometry.

XYZ file:
```
60
Properties=species:S:1:pos:R:3:forces:R:3
C -4.6681 -2.1949 0.4458 -0.454 -0.140 0.007
O -3.2707 -2.0411 0.5372 0.365 0.185 0.068
C -2.6936 -0.8119 0.5158 -0.084 0.072 0.012
C -1.3047 -0.8256 0.4236 -0.071 0.254 0.008
C -0.5568 0.3466 0.3926 -0.920 -0.097 0.064
C 0.8858 0.3015 0.2882 0.993 0.089 -0.069
N 1.5166 -0.8004 0.2297 -0.813 -0.377 0.055
N 2.8530 -0.7843 0.1348 0.563 1.100 -0.030
C 3.5917 -1.9242 0.0695 0.175 0.108 -0.006
O 3.1489 -3.0450 0.0846 0.143 -0.142 -0.014
C 5.0971 -1.6574 -0.0308 0.044 -0.503 -0.017
O 5.3722 -0.2773 -0.0081 0.195 0.197 -0.007
C 6.6813 0.1334 -0.0746 0.045 0.116 0.007
C 7.7716 -0.7142 -0.1751 -0.333 -0.134 0.016
C 9.0592 -0.1877 -0.2368 0.046 0.213 -0.018
C 10.2311 -1.1179 -0.3292 -0.017 -0.010 0.048
C 9.2368 1.1835 -0.1962 -0.002 -0.165 -0.010
C 8.1492 2.0462 -0.0956 -0.168 -0.093 0.020
C 8.3687 3.5281 -0.0579 0.003 -0.015 -0.012
C 6.8756 1.5132 -0.0358 -0.033 -0.081 0.002
C -1.2188 1.5739 0.4584 0.108 -0.187 -0.018
C -2.5924 1.6047 0.5636 -0.018 -0.188 0.099
C -3.3378 0.4327 0.6018 0.795 0.081 -0.151
O -4.7123 0.5208 0.7334 -0.560 0.392 -0.140
S -5.4958 1.6472 -0.1551 -0.220 -0.259 -0.139
O -5.6442 2.8405 0.6164 -0.089 -0.303 0.214
O -4.8652 1.7334 -1.4346 -0.148 -0.265 0.003
C -7.0333 0.7684 -0.2529 0.535 0.269 0.041
C -7.9281 0.8585 0.7940 -0.104 0.096 0.149
C -9.0937 0.1155 0.7456 0.119 0.017 -0.081
C -9.3627 -0.7152 -0.3400 0.089 0.021 0.010
C -10.6362 -1.4997 -0.3888 -0.040 0.041 -0.016
C -8.4434 -0.7848 -1.3822 0.039 0.087 0.094
C -7.2742 -0.0445 -1.3412 0.053 -0.015 -0.197
H -4.8320 -3.2725 0.4347 -0.037 0.101 -0.019
H -5.0654 -1.7575 -0.4747 0.037 -0.043 0.045
H -5.1859 -1.7549 1.3015 0.040 -0.085 -0.076
H -0.8003 -1.7761 0.3652 0.006 -0.158 -0.004
H 1.4107 1.2663 0.2627 0.011 -0.077 -0.003
H 3.3544 0.1080 0.1118 -0.187 -0.381 0.012
H 5.4514 -2.1189 -0.9630 -0.069 0.055 0.134
H 5.5789 -2.1737 0.8109 -0.091 0.064 -0.117
H 7.6475 -1.7852 -0.2077 -0.055 -0.125 -0.008
H 11.1368 -0.5774 -0.5910 0.079 -0.010 -0.019
H 10.0528 -1.8888 -1.0765 0.048 -0.066 -0.045
H 10.3919 -1.6130 0.6285 0.066 -0.062 0.027
H 10.2345 1.5955 -0.2436 0.146 0.033 -0.015
H 8.8377 3.8630 -0.9823 0.019 0.082 -0.035
H 7.4290 4.0592 0.0666 -0.034 0.089 0.008
H 9.0313 3.7919 0.7650 0.026 0.077 0.039
H 6.0104 2.1536 0.0415 -0.109 0.099 0.010
H -0.6609 2.4972 0.4295 0.069 0.108 -0.004
H -3.1288 2.5389 0.6202 0.083 0.152 0.051
H -7.6987 1.5124 1.6197 -0.067 0.060 0.169
H -9.8049 0.1767 1.5560 -0.057 0.015 0.096
H -11.4571 -0.8515 -0.6952 -0.094 -0.015 -0.021
H -10.5652 -2.3171 -1.1011 -0.042 -0.074 -0.028
H -10.8794 -1.9025 0.5916 -0.053 -0.062 0.041
H -8.6450 -1.4226 -2.2300 -0.012 -0.059 -0.085
H -6.5505 -0.0730 -2.1404 0.043 -0.081 -0.143
```
Forces are in eV/Å.

Its SMILES is COc1cc(/C=N/NC(=O)COc2cc(C)cc(C)c2)ccc1OS(=O)(=O)c1ccc(C)cc1. The calculation puts the total energy at -1927.348861 a.u.

---

# 2
The following is a DFT calculation (ωB97M-V with the def2-TZVPD basis set) of C4H10N2O in the gas phase at a distorted geometry.

XYZ file:
```
17
Properties=species:S:1:pos:R:3:forces:R:3
C 0.5996 -1.8199 0.0371 -1.705 -2.029 -4.898
C 0.0380 -0.5424 -0.6395 -2.692 0.483 1.492
C -1.2049 0.1270 0.2565 1.629 -1.340 -0.871
N -2.4720 -0.5889 -0.0202 0.947 -1.073 0.817
N 1.0960 0.4315 -0.8930 -0.672 0.218 1.095
C 1.4740 1.2473 0.1285 0.662 1.637 0.679
O 0.7790 1.5857 1.0837 1.012 -0.617 -0.786
H -0.0306 -2.7096 -0.3708 0.527 1.356 1.108
H 0.7176 -1.9376 1.0455 -0.180 0.506 2.780
H 1.5366 -2.1428 -0.3976 0.612 0.462 -0.252
H -0.6283 -0.6932 -1.5278 1.464 -0.491 0.210
H -0.7971 0.2921 1.2585 -0.902 -0.670 0.132
H -1.2624 1.0996 -0.1527 -0.452 1.108 -0.454
H -2.4815 -1.5187 0.4527 0.044 1.047 -0.499
H -3.2761 -0.0892 0.3395 0.171 0.154 0.030
H 1.6701 0.3290 -1.7064 0.357 -0.094 0.025
H 2.5109 1.7148 0.0856 -0.823 -0.657 -0.607
```
Forces are in eV/Å.

Its SMILES is C[C@@H](CN)NC=O. The calculation puts the total energy at -343.121781 a.u.

---

# 3
The following is a DFT calculation (ωB97M-V with the def2-TZVPD basis set) of 9 unconnected molecules or ions with the total composition C28H59N2O8.

XYZ file:
```
97
Properties=species:S:1:pos:R:3:forces:R:3
N 4.5092 1.0214 -2.2948 -0.101 -0.301 -0.478
C 4.9109 2.0810 -3.1825 0.082 -0.141 0.136
C 4.0558 2.2725 -4.4628 -0.095 -0.250 0.111
C 2.7810 3.0771 -4.1984 0.001 0.040 -0.116
C 1.5135 2.2451 -4.2279 0.172 -0.376 -0.058
N 1.0510 1.8955 -5.5826 0.248 0.159 -0.184
H 4.6907 0.1497 -2.8029 0.182 0.025 -0.002
H 5.9748 2.0373 -3.5196 0.069 0.015 0.031
H 4.8166 3.0199 -2.6096 0.228 0.186 -0.123
H 4.6390 2.6988 -5.2857 0.069 0.142 0.009
H 3.7621 1.2635 -4.7702 0.106 -0.041 -0.199
H 2.6685 3.9002 -4.9091 0.010 0.117 0.036
H 2.8610 3.4969 -3.1922 -0.026 0.180 -0.019
H 1.7594 1.3331 -3.6793 -0.177 -0.069 0.142
H 0.7196 2.7553 -3.7025 -0.186 0.131 0.168
H 1.0240 0.8992 -5.7373 -0.089 0.015 0.038
H 0.1407 2.2862 -5.7761 -0.048 -0.117 0.075
C -1.5533 1.6945 -1.0659 -0.015 0.064 -0.013
C -1.9863 1.7966 -2.5076 0.546 -0.029 0.526
O -1.4529 2.6401 -3.1887 -0.557 0.124 -0.664
C -2.9781 0.7928 -3.0369 -0.058 0.270 -0.150
H -0.8407 2.4988 -0.8997 0.014 -0.027 0.139
H -2.3869 1.7795 -0.3662 -0.044 -0.109 -0.042
H -1.0770 0.7286 -0.9054 -0.045 -0.011 0.097
H -3.8986 0.8396 -2.4514 0.020 -0.068 0.042
H -2.5737 -0.2117 -2.9215 -0.015 -0.006 0.053
H -3.1977 1.0032 -4.0815 0.031 0.003 -0.019
C -2.0147 -2.2022 1.3961 0.060 0.053 -0.078
C -2.6264 -2.1586 0.0188 0.206 0.013 0.289
O -2.2937 -1.2831 -0.7494 -0.296 -0.192 -0.230
C -3.6235 -3.2242 -0.3482 0.045 0.099 -0.085
H -1.3208 -1.3696 1.4726 0.029 -0.025 0.101
H -2.7617 -2.1229 2.1868 -0.056 -0.065 -0.040
H -1.4713 -3.1347 1.5550 -0.041 -0.030 0.004
H -4.4766 -3.1962 0.3300 0.014 -0.035 0.026
H -3.1645 -4.2105 -0.2573 0.004 0.002 0.040
H -3.9755 -3.0763 -1.3654 -0.013 -0.011 -0.009
C 2.1753 4.4096 0.8514 0.007 -0.074 0.149
C 2.5470 2.9465 0.9076 -0.065 0.046 -0.321
O 2.5926 2.3460 1.9647 -0.065 0.033 0.097
C 2.8940 2.3146 -0.4092 -0.216 -0.164 0.681
H 2.0022 4.7861 1.8580 0.016 0.091 -0.010
H 2.9966 4.9274 0.3563 -0.072 0.152 0.069
H 1.2846 4.5606 0.2378 -0.004 -0.065 -0.028
H 3.7307 2.8372 -0.8783 -0.074 -0.112 0.073
H 2.0527 2.3844 -1.1025 -0.015 0.048 -0.030
H 3.1661 1.2725 -0.2690 0.076 0.138 -0.179
C -8.2639 -2.2012 -1.7241 0.060 -0.030 -0.004
C -7.8822 -3.1285 -0.5944 -0.100 0.079 -0.020
O -6.8099 -3.6820 -0.5620 -0.027 -0.045 0.018
C -8.9129 -3.3232 0.4940 0.065 -0.033 0.002
H -7.4493 -2.1381 -2.4403 0.006 0.005 -0.010
H -9.1652 -2.5653 -2.2208 -0.014 0.004 0.015
H -8.4874 -1.2068 -1.3335 -0.016 -0.004 0.011
H -9.8350 -3.7242 0.0692 -0.007 0.017 -0.011
H -9.1575 -2.3642 0.9542 -0.009 0.009 -0.015
H -8.5286 -4.0053 1.2474 -0.002 -0.006 0.011
C 6.7378 4.3950 0.2842 -0.075 0.044 0.004
C 6.0415 5.4238 -0.5748 0.203 -0.241 0.034
O 4.8510 5.3896 -0.7613 -0.079 0.220 -0.042
C 6.9140 6.4857 -1.2039 -0.057 0.017 -0.026
H 6.0118 3.6848 0.6705 0.001 -0.046 -0.030
H 7.4862 3.8643 -0.3065 -0.016 -0.019 -0.018
H 7.2558 4.8849 1.1122 0.020 0.022 -0.017
H 7.6689 6.0170 -1.8375 0.009 -0.020 0.014
H 7.4375 7.0501 -0.4292 0.012 -0.015 -0.001
H 6.3012 7.1550 -1.8017 -0.002 0.022 -0.007
C 1.2407 -2.7682 5.5528 -0.057 -0.035 -0.004
C 0.2989 -2.1435 4.5502 0.138 0.091 -0.069
O -0.8019 -2.6072 4.3456 0.012 0.030 0.019
C 0.8071 -0.9257 3.8228 -0.081 -0.058 0.013
H 0.7761 -3.6346 6.0170 -0.008 -0.010 0.005
H 2.1656 -3.0662 5.0561 0.008 0.024 -0.006
H 1.5057 -2.0379 6.3196 0.020 0.015 -0.018
H 1.7163 -1.1660 3.2688 0.016 0.013 0.006
H 1.0651 -0.1395 4.5346 0.041 -0.004 -0.005
H 0.0553 -0.5554 3.1327 -0.001 0.025 0.000
C 0.8751 -1.3476 -1.6009 0.066 0.057 0.142
C 2.0237 -2.3223 -1.6526 0.041 0.138 -0.111
O 2.2919 -3.0437 -0.7166 -0.045 -0.069 -0.012
C 2.8188 -2.3283 -2.9323 0.056 -0.020 0.014
H 0.3845 -1.3986 -0.6323 -0.001 0.001 0.010
H 1.2618 -0.3388 -1.7707 0.033 0.015 -0.046
H 0.1457 -1.5672 -2.3834 0.025 0.012 -0.051
H 3.2320 -1.3304 -3.1186 -0.037 0.032 0.128
H 2.1656 -2.5670 -3.7752 -0.035 -0.012 0.001
H 3.6222 -3.0578 -2.8670 0.015 -0.012 -0.010
C -4.7281 -4.5083 7.7876 0.044 -0.029 0.023
C -3.3212 -4.7679 7.2908 -0.107 0.088 -0.043
O -2.5214 -5.3727 7.9655 0.028 -0.026 0.018
C -2.9834 -4.2296 5.9249 0.059 -0.154 0.086
H -4.8565 -4.9375 8.7777 -0.004 -0.005 0.013
H -4.9197 -3.4343 7.8226 -0.001 0.004 -0.021
H -5.4541 -4.9445 7.0987 0.001 0.014 -0.015
H -3.1091 -3.1462 5.8985 -0.023 -0.003 -0.016
H -3.6586 -4.6585 5.1810 -0.030 0.043 -0.004
H -1.9576 -4.4669 5.6631 -0.008 0.030 -0.014
```
Forces are in eV/Å.

Its charge is -1. The calculation puts the total energy at -1813.647301 a.u.